Arrangement one

{
  "formula": "C20H24N4O3S",
  "method": "ωB97M-V with the def2-TZVPD basis set",
  "homo_lumo_gap_ha": 0.318,
  "homo_energy_ev": -8.5,
  "smiles": "COc1ccccc1[C@H](C(=O)NC1CCCC1)N(C(=O)c1csnn1)C1CC1",
  "symbols": ["C", "O", "C", "C", "C", "C", "C", "C", "C", "C", "O", "N", "C", "C", "C", "C", "C", "N", "C", "O", "C", "C", "S", "N", "N", "C", "C", "C", "H", "H", "H", "H", "H", "H", "H", "H", "H", "H", "H", "H", "H", "H", "H", "H", "H", "H", "H", "H", "H", "H", "H", "H"],
  "coordinates": [[2.62, 3.97, -0.34], [1.70, 2.98, 0.06], [0.40, 3.10, -0.31], [-0.12, 4.17, -1.02], [-1.48, 4.23, -1.31], [-2.32, 3.23, -0.87], [-1.81, 2.15, -0.16], [-0.45, 2.06, 0.10], [0.15, 0.91, 0.88], [1.53, 0.43, 0.33], [2.43, 0.17, 1.09], [1.56, 0.29, -1.01], [2.68, -0.24, -1.75], [3.96, 0.59, -1.55], [5.09, -0.44, -1.50], [4.45, -1.59, -0.73], [3.06, -1.69, -1.35], [-0.74, -0.24, 1.01], [-1.29, -0.82, -0.08], [-1.03, -0.49, -1.23], [-2.29, -1.89, 0.16], [-2.50, -2.94, -0.71], [-3.79, -3.87, -0.12], [-3.98, -2.85, 1.18], [-3.16, -1.90, 1.19], [-0.96, -0.75, 2.33], [-0.56, -2.16, 2.65], [0.23, -1.02, 3.21], [3.58, 3.67, 0.07], [2.35, 4.96, 0.07], [2.69, 4.04, -1.43], [0.52, 4.97, -1.36], [-1.86, 5.06, -1.87], [-3.38, 3.28, -1.06], [-2.48, 1.39, 0.19], [0.36, 1.26, 1.89], [0.66, 0.34, -1.48], [2.37, -0.22, -2.80], [3.89, 1.10, -0.59], [4.10, 1.33, -2.33], [5.36, -0.76, -2.51], [5.98, -0.05, -1.01], [4.37, -1.32, 0.32], [5.01, -2.52, -0.82], [3.07, -2.33, -2.23], [2.33, -2.10, -0.64], [-1.97, -3.17, -1.61], [-1.86, -0.36, 2.80], [-0.10, -2.74, 1.87], [-1.20, -2.73, 3.31], [0.14, -0.79, 4.26], [1.21, -0.84, 2.80]],
  "mulliken_charge": [-1.19, -0.22, 0.50, -0.57, -0.75, -1.08, -0.56, 0.49, 0.16, -0.73, -0.68, 0.27, -0.11, -0.51, -0.83, -0.52, -0.90, 0.64, 1.18, -0.70, -0.50, -0.17, 0.09, -0.80, 0.17, -0.34, -0.61, -0.54, 0.30, 0.43, 0.43, 0.46, 0.40, 0.42, 0.49, 0.62, 0.49, 0.64, 0.11, 0.38, 0.32, 0.38, 0.16, 0.45, 0.42, 0.17, 0.44, 0.41, 0.27, 0.27, 0.26, 0.12]
}

---

Arrangement two

{
  "formula": "C20H24N4O3S",
  "method": "ωB97M-V with the def2-TZVPD basis set",
  "homo_lumo_gap_ha": 0.301,
  "homo_energy_ev": -8.5,
  "smiles": "CCN(CC)CCNC(=O)c1ccc2c(=O)n(Cc3ccco3)c(=S)[nH]c2c1",
  "symbols": ["C", "C", "N", "C", "C", "C", "C", "N", "C", "O", "C", "C", "C", "C", "C", "O", "N", "C", "C", "C", "C", "C", "O", "C", "S", "N", "C", "C", "H", "H", "H", "H", "H", "H", "H", "H", "H", "H", "H", "H", "H", "H", "H", "H", "H", "H", "H", "H", "H", "H", "H", "H"],
  "coordinates": [[-7.09, -3.24, 0.23], [-7.27, -2.01, 1.12], [-6.71, -0.77, 0.61], [-7.49, -0.16, -0.45], [-8.44, 0.89, 0.12], [-5.28, -0.80, 0.39], [-4.69, 0.60, 0.66], [-3.25, 0.62, 0.46], [-2.70, 1.08, -0.68], [-3.34, 1.59, -1.58], [-1.21, 0.94, -0.76], [-0.64, 0.73, -2.01], [0.73, 0.61, -2.15], [1.55, 0.73, -1.03], [3.01, 0.61, -1.17], [3.58, 0.39, -2.22], [3.74, 0.78, 0.01], [5.18, 0.60, -0.11], [5.53, -0.84, -0.22], [6.16, -1.54, -1.21], [6.20, -2.89, -0.76], [5.59, -2.90, 0.45], [5.18, -1.67, 0.78], [3.19, 1.02, 1.23], [4.05, 1.24, 2.62], [1.83, 1.11, 1.30], [0.99, 0.98, 0.22], [-0.40, 1.08, 0.36], [-6.04, -3.48, 0.09], [-7.54, -3.08, -0.75], [-7.58, -4.10, 0.69], [-6.80, -2.20, 2.10], [-8.33, -1.83, 1.30], [-6.81, 0.33, -1.16], [-8.06, -0.90, -1.01], [-9.01, 1.36, -0.68], [-7.88, 1.65, 0.65], [-9.14, 0.43, 0.82], [-4.83, -1.51, 1.09], [-5.01, -1.10, -0.64], [-5.11, 1.32, -0.04], [-4.92, 0.90, 1.68], [-2.70, 0.07, 1.10], [-1.29, 0.66, -2.87], [1.19, 0.43, -3.11], [5.52, 1.12, -1.01], [5.63, 1.05, 0.79], [6.54, -1.15, -2.13], [6.63, -3.72, -1.28], [5.39, -3.69, 1.14], [1.45, 1.31, 2.21], [-0.81, 1.29, 1.33]],
  "mulliken_charge": [-1.02, -0.73, 0.37, -0.62, -1.24, -0.73, -0.96, -0.07, 0.22, -0.63, 0.86, -0.75, -0.84, 0.41, 0.69, -0.66, 0.03, -1.36, 0.63, -0.54, -0.36, -0.50, -0.24, 0.19, -0.37, -0.07, 0.27, -1.01, 0.26, 0.28, 0.41, 0.42, 0.31, 0.42, 0.35, 0.43, 0.28, 0.27, 0.51, 0.26, 0.37, 0.24, 0.30, 0.48, 0.49, 0.32, 0.52, 0.46, 0.42, 0.45, 0.30, 0.49]
}

---

arrangement two ends up most stable, edging out the next structure by 197.6 kJ/mol.

---

Arrangement one

{
  "formula": "C3H2F2O",
  "method": "ωB97M-V with the def2-TZVPD basis set",
  "homo_lumo_gap_ha": [0.326, 0.331],
  "homo_energy_ev": [-9.6, -9.7],
  "symbols": ["C", "C", "C", "O", "F", "F", "H", "H"],
  "coordinates": [[0.56, 0.80, 1.23], [0.68, 0.26, 0.08], [-1.18, -0.98, -1.17], [-2.30, -0.79, -0.86], [1.67, 0.31, -0.75], [-0.63, -1.64, -2.16], [1.52, 1.21, 1.84], [-0.33, 0.83, 1.79]],
  "mulliken_charge": [-0.57, 0.25, 0.44, -0.32, -0.17, -0.12, 0.20, 0.28]
}

---

Arrangement two

{
  "formula": "C3H2F2O",
  "method": "ωB97M-V with the def2-TZVPD basis set",
  "homo_lumo_gap_ha": [0.262, 0.318],
  "homo_energy_ev": [-8.5, -9.0],
  "symbols": ["C", "C", "C", "O", "F", "F", "H", "H"],
  "coordinates": [[-0.14, -0.76, -0.20], [-0.36, -2.31, -0.47], [0.24, 1.41, 1.00], [0.14, 0.10, 0.85], [-0.67, -2.33, -1.74], [0.02, 2.15, -0.12], [0.06, -0.19, -1.24], [0.71, 1.93, 1.92]],
  "mulliken_charge": [0.22, -0.36, 0.17, -0.25, -0.08, -0.19, 0.16, 0.33]
}

---

arrangement one ends up most stable, edging out the next structure by 250.4 kJ/mol.

---

Arrangement one

{
  "formula": "C6H17N2",
  "method": "ωB97M-V with the def2-TZVPD basis set",
  "homo_lumo_gap_ha": 0.368,
  "homo_energy_ev": -13.1,
  "smiles": "CCCNCC[NH2+]C",
  "charge": 1,
  "symbols": ["C", "C", "C", "N", "C", "C", "N", "C", "H", "H", "H", "H", "H", "H", "H", "H", "H", "H", "H", "H", "H", "H", "H", "H", "H"],
  "coordinates": [[-0.98, -3.23, 1.92], [0.09, -2.51, 1.08], [-0.58, -1.36, 0.33], [0.34, -0.61, -0.59], [1.18, 0.38, 0.08], [1.14, 1.69, -0.72], [-0.29, 2.16, -0.82], [-0.42, 3.33, -1.73], [-1.47, -4.13, 1.54], [-0.65, -3.41, 2.94], [-1.88, -2.59, 1.94], [0.91, -2.24, 1.74], [0.45, -3.19, 0.31], [-1.10, -0.58, 0.88], [-1.26, -1.89, -0.34], [1.00, -1.31, -0.90], [0.95, 0.63, 1.12], [2.23, 0.11, -0.04], [1.68, 2.46, -0.17], [1.49, 1.57, -1.73], [-0.91, 1.37, -1.05], [-0.56, 2.48, 0.11], [-1.47, 3.46, -1.99], [0.08, 3.27, -2.70], [0.04, 4.16, -1.20]],
  "mulliken_charge": [-1.15, -0.27, -0.89, -0.37, -0.61, -0.86, -0.15, -0.83, 0.34, 0.30, 0.33, 0.33, 0.34, 0.43, 0.31, 0.29, 0.40, 0.38, 0.41, 0.45, 0.37, 0.37, 0.37, 0.33, 0.35]
}

---

Arrangement two

{
  "formula": "C6H17N2",
  "method": "ωB97M-V with the def2-TZVPD basis set",
  "homo_lumo_gap_ha": 0.360,
  "homo_energy_ev": -13.3,
  "smiles": "CC(C)CNCC[NH3+]",
  "charge": 1,
  "symbols": ["C", "C", "C", "C", "N", "C", "C", "N", "H", "H", "H", "H", "H", "H", "H", "H", "H", "H", "H", "H", "H", "H", "H", "H", "H"],
  "coordinates": [[1.56, -0.93, -1.80], [1.23, -1.39, -0.33], [1.55, -2.87, -0.30], [-0.27, -1.02, -0.14], [-0.36, 0.11, 0.85], [-1.68, 0.72, 0.82], [-1.57, 2.14, 1.33], [-0.76, 2.98, 0.30], [0.77, -1.16, -2.49], [1.50, 0.18, -1.76], [2.60, -0.99, -2.15], [1.73, -0.77, 0.41], [0.92, -3.48, -0.94], [1.40, -3.21, 0.72], [2.59, -3.04, -0.61], [-0.60, -0.67, -1.11], [-0.75, -1.89, 0.35], [-0.31, -0.35, 1.76], [-2.07, 0.81, -0.20], [-2.49, 0.30, 1.44], [-0.92, 2.18, 2.21], [-2.37, 2.82, 1.60], [0.22, 3.13, 0.53], [-0.74, 2.50, -0.60], [-1.16, 3.90, 0.10]],
  "mulliken_charge": [-1.42, 0.51, -1.46, -0.67, -0.29, -0.72, -0.60, -0.35, 0.38, 0.30, 0.38, 0.31, 0.36, 0.40, 0.39, 0.34, 0.33, 0.27, 0.39, 0.36, 0.33, 0.41, 0.36, 0.33, 0.36]
}

---

Arrangement three

{
  "formula": "C6H17N2",
  "method": "ωB97M-V with the def2-TZVPD basis set",
  "homo_lumo_gap_ha": 0.314,
  "homo_energy_ev": -12.2,
  "smiles": "CC(C)N(C)CC[NH3+]",
  "charge": 1,
  "symbols": ["C", "C", "C", "N", "C", "C", "C", "N", "H", "H", "H", "H", "H", "H", "H", "H", "H", "H", "H", "H", "H", "H", "H", "H", "H"],
  "coordinates": [[1.48, -0.13, 1.99], [1.28, 0.70, 0.72], [0.72, 2.05, 1.09], [0.41, -0.01, -0.22], [1.16, -1.05, -0.94], [-0.90, -0.42, 0.24], [-2.08, -0.41, -0.81], [-1.73, -0.54, -2.26], [2.13, -0.98, 1.99], [1.74, 0.58, 2.80], [0.53, -0.51, 2.37], [2.28, 0.74, 0.27], [1.38, 2.89, 1.02], [0.38, 2.04, 2.13], [-0.16, 2.35, 0.50], [0.47, -1.80, -1.44], [1.60, -0.52, -1.80], [1.99, -1.51, -0.44], [-1.24, 0.27, 1.01], [-0.95, -1.46, 0.57], [-2.81, -1.24, -0.52], [-2.64, 0.51, -0.57], [-1.25, -1.44, -2.36], [-2.54, -0.48, -2.88], [-1.27, 0.38, -2.45]],
  "mulliken_charge": [-1.46, 0.41, -1.49, 0.09, -1.14, -0.64, -0.88, -0.17, 0.38, 0.45, 0.34, 0.42, 0.34, 0.39, 0.34, 0.29, 0.37, 0.41, 0.45, 0.33, 0.36, 0.37, 0.30, 0.37, 0.37]
}

---

Arrangement four

{
  "formula": "C6H17N2",
  "method": "ωB97M-V with the def2-TZVPD basis set",
  "homo_lumo_gap_ha": 0.359,
  "homo_energy_ev": -12.2,
  "charge": 1,
  "symbols": ["C", "C", "C", "C", "C", "C", "N", "N", "H", "H", "H", "H", "H", "H", "H", "H", "H", "H", "H", "H", "H", "H", "H", "H", "H"],
  "coordinates": [[-1.29, 1.30, 0.86], [1.17, -0.19, 1.95], [1.17, -1.17, -0.38], [1.62, 1.08, -0.10], [-1.50, -0.13, -1.60], [-0.65, 0.05, 0.31], [-1.78, -1.46, -1.71], [0.80, -0.02, 0.49], [-0.91, 1.46, 1.88], [-0.82, 2.05, 0.39], [-2.49, 1.28, 0.77], [1.03, 0.86, 2.31], [0.62, -0.97, 2.57], [2.20, -0.53, 1.83], [1.69, -0.90, -1.33], [1.87, -1.74, 0.08], [0.30, -1.80, -0.69], [1.26, 1.93, 0.35], [2.62, 1.03, 0.08], [1.45, 1.22, -1.22], [-2.18, 0.59, -1.39], [-0.78, 0.33, -2.15], [-1.08, -0.74, 0.80], [-1.52, -1.85, -2.56], [-2.80, -1.69, -1.54]],
  "mulliken_charge": [-1.64, -0.84, -0.84, -1.16, -0.79, -0.37, -0.37, 0.27, 0.38, 0.56, 0.33, 0.42, 0.26, 0.40, 0.37, 0.39, 0.34, 0.53, 0.44, 0.36, 0.47, 0.38, 0.60, 0.25, 0.26]
}

---

arrangement one ends up most stable, edging out the next structure by 45.0 kJ/mol.

---

Arrangement one

{
  "formula": "C2H7IN3",
  "method": "ωB97M-V with the def2-TZVPD basis set",
  "homo_lumo_gap_ha": 0.323,
  "homo_energy_ev": -13.6,
  "charge": 1,
  "symbols": ["C", "C", "N", "N", "N", "I", "H", "H", "H", "H", "H", "H", "H"],
  "coordinates": [[0.50, 1.69, -0.20], [0.64, -1.27, 0.12], [1.12, -0.07, -0.14], [1.17, -2.49, 0.08], [-0.78, 1.87, 0.17], [3.33, -0.03, 0.03], [1.32, 2.31, 0.27], [0.65, 1.70, -1.23], [-0.42, -1.32, 0.04], [2.11, -2.66, 0.04], [0.49, -3.25, 0.17], [-1.02, 2.41, 1.03], [-1.65, 1.60, -0.29]],
  "mulliken_charge": [-0.23, 0.35, -0.46, -0.28, -0.34, 0.14, 0.28, 0.37, 0.28, 0.14, 0.26, 0.25, 0.24]
}

---

Arrangement two

{
  "formula": "C2H7IN3",
  "method": "ωB97M-V with the def2-TZVPD basis set",
  "homo_lumo_gap_ha": 0.306,
  "homo_energy_ev": -13.3,
  "charge": 1,
  "symbols": ["C", "C", "N", "N", "N", "I", "H", "H", "H", "H", "H", "H", "H"],
  "coordinates": [[0.09, 0.10, -0.67], [0.84, 0.66, 0.52], [-0.49, -1.08, -1.00], [0.47, 1.87, 1.05], [-0.62, -2.38, -0.47], [2.66, 0.97, -0.97], [-0.25, 0.79, -1.39], [1.09, -0.16, 1.25], [-0.93, -1.04, -1.95], [0.18, 2.62, 0.39], [1.13, 2.19, 1.69], [-0.23, -2.39, 0.47], [-0.73, -3.11, -1.24]],
  "mulliken_charge": [-0.19, -0.28, 0.07, -0.46, -0.51, 0.15, 0.42, 0.39, 0.28, 0.28, 0.30, 0.26, 0.30]
}

---

arrangement one ends up most stable, edging out the next structure by 95.0 kJ/mol.